Entry 1:
Here is a molecular structure, C23H35BrCoN5 from the Open Molecules 2025 dataset. Energies are from the ωB97M-V functional and the def2-TZVPD basis.

Values from the calculation:
Spin multiplicity: 2
Total charge: +1
Relative energy (zero: lowest compared OMol25 entry of this formula, charge and spin) (kJ/mol): 96.01
<S²>: 1.0315
Orbital gap (spin up / spin down) (Ha): 0.2991 / 0.3057
Highest occupied orbital energy (spin up / spin down) (Ha): -0.37420 / -0.37384

Positions of all 65 atoms, in Å:
1 Co -0.211 0.156 0.034
2 C 2.054 2.796 0.080
3 C 1.322 2.745 -1.252
4 N 0.883 1.371 -1.521
5 C 0.091 1.239 -2.750
6 C -1.318 1.718 -2.494
7 N -1.878 1.055 -1.307
8 C -3.034 1.842 -0.829
9 C -3.873 1.183 0.253
10 C -3.252 1.221 1.635
11 N -2.048 0.390 1.782
12 C -1.332 0.740 3.002
13 C -0.469 1.981 2.755
14 N 0.008 2.067 1.359
15 C 1.133 3.024 1.265
16 H 2.608 1.861 0.216
17 H 2.795 3.598 0.071
18 H 0.449 3.402 -1.224
19 H 1.956 3.109 -2.067
20 H 1.712 0.806 -1.657
21 H 0.534 1.798 -3.581
22 H 0.084 0.182 -3.020
23 H -1.320 2.794 -2.307
24 H -1.940 1.557 -3.379
25 H -2.230 0.143 -1.587
26 H -2.652 2.800 -0.457
27 H -3.682 2.085 -1.679
28 H -4.825 1.716 0.302
29 H -4.129 0.162 -0.033
30 H -2.964 2.255 1.853
31 H -3.999 0.951 2.390
32 H -2.322 -0.585 1.823
33 H -2.013 0.930 3.840
34 H -0.702 -0.099 3.280
35 H -1.002 2.895 3.037
36 H 0.405 1.926 3.403
37 H -0.758 2.435 0.802
38 H 0.753 4.052 1.240
39 H 1.720 2.937 2.180
40 Br -2.725 -2.062 -0.387
41 C -1.474 -3.118 -1.353
42 C -1.979 -4.285 -1.847
43 C -1.145 -5.164 -2.559
44 C 0.168 -4.844 -2.716
45 C 0.704 -3.643 -2.186
46 C 2.089 -3.409 -2.329
47 C 2.642 -2.302 -1.766
48 C 1.812 -1.375 -1.107
49 C 0.437 -1.470 -0.991
50 C -0.124 -2.697 -1.496
51 H -3.019 -4.532 -1.686
52 H -1.550 -6.085 -2.957
53 H 0.840 -5.511 -3.241
54 H 2.691 -4.137 -2.859
55 H 3.708 -2.121 -1.824
56 H 2.331 -0.550 -0.625
57 C 4.051 -0.725 3.124
58 C 2.797 -1.604 3.149
59 C 1.755 -1.088 2.272
60 N 0.934 -0.689 1.583
61 H 4.787 -1.120 3.820
62 H 3.819 0.298 3.418
63 H 4.494 -0.710 2.129
64 H 2.379 -1.673 4.155
65 H 3.022 -2.621 2.822

How is the electron density shared among the atoms? According to natural (NBO), the charges in e are: atom 1 (Co): 1.12, atom 2 (C): -0.40, atom 3 (C): -0.23, atom 4 (N): -0.67, atom 5 (C): -0.24, atom 6 (C): -0.23, atom 7 (N): -0.68, atom 8 (C): -0.21, atom 9 (C): -0.43, atom 10 (C): -0.22, atom 11 (N): -0.68, atom 12 (C): -0.23, atom 13 (C): -0.23, atom 14 (N): -0.66, atom 15 (C): -0.21, atom 16 (H): 0.20, atom 17 (H): 0.23, atom 18 (H): 0.19, atom 19 (H): 0.20, atom 20 (H): 0.40, atom 21 (H): 0.20, atom 22 (H): 0.23, atom 23 (H): 0.19, atom 24 (H): 0.21, atom 25 (H): 0.40, atom 26 (H): 0.18, atom 27 (H): 0.20, atom 28 (H): 0.23, atom 29 (H): 0.22, atom 30 (H): 0.18, atom 31 (H): 0.20, atom 32 (H): 0.39, atom 33 (H): 0.19, atom 34 (H): 0.21, atom 35 (H): 0.19, atom 36 (H): 0.21, atom 37 (H): 0.38, atom 38 (H): 0.19, atom 39 (H): 0.20, atom 40 (Br): 0.02, atom 41 (C): -0.07, atom 42 (C): -0.24, atom 43 (C): -0.20, atom 44 (C): -0.16, atom 45 (C): -0.07, atom 46 (C): -0.20, atom 47 (C): -0.21, atom 48 (C): -0.31, atom 49 (C): -0.31, atom 50 (C): -0.05, atom 51 (H): 0.23, atom 52 (H): 0.23, atom 53 (H): 0.22, atom 54 (H): 0.22, atom 55 (H): 0.21, atom 56 (H): 0.18, atom 57 (C): -0.59, atom 58 (C): -0.52, atom 59 (C): 0.43, atom 60 (N): -0.42, atom 61 (H): 0.24, atom 62 (H): 0.22, atom 63 (H): 0.22, atom 64 (H): 0.26, atom 65 (H): 0.27


Entry 2:
Here is 2 unconnected molecules or ions with the total composition C5H12 from the Open Molecules 2025 dataset. Energies are from the ωB97M-V functional and the def2-TZVPD basis.

Values from the calculation:
SMILES: C=C.CCC
Total charge: 0
Relative energy (zero: lowest compared OMol25 entry of this formula, charge and spin) (kJ/mol): 243.59
Orbital gap (Ha): 0.3848
Highest occupied orbital energy (Ha): -0.34089

Positions of all 17 atoms, in Å:
1 C -1.727 -0.031 2.016
2 C -1.084 -1.162 1.680
3 H -1.869 0.774 1.304
4 H -1.915 0.095 3.071
5 H -1.230 -1.646 0.723
6 H -0.289 -1.579 2.292
7 C -0.381 -0.016 -1.336
8 C 1.164 -0.144 -1.183
9 C 1.834 1.190 -0.907
10 H -0.939 -0.121 -0.414
11 H -0.660 0.919 -1.823
12 H -0.722 -0.837 -1.972
13 H 1.268 -0.814 -0.324
14 H 1.460 -0.703 -2.061
15 H 1.994 1.366 0.154
16 H 1.358 2.022 -1.418
17 H 2.841 1.165 -1.324

How is the electron density shared among the atoms? According to natural (NBO), the charges in e are: atom 1 (C): -0.40, atom 2 (C): -0.39, atom 3 (H): 0.21, atom 4 (H): 0.20, atom 5 (H): 0.19, atom 6 (H): 0.20, atom 7 (C): -0.60, atom 8 (C): -0.40, atom 9 (C): -0.62, atom 10 (H): 0.20, atom 11 (H): 0.20, atom 12 (H): 0.20, atom 13 (H): 0.20, atom 14 (H): 0.20, atom 15 (H): 0.21, atom 16 (H): 0.20, atom 17 (H): 0.21


What is the total charge in the second record? 0


Number 1 is which compound? C23H35BrCoN5


Look up the relative energy (zero: lowest compared OMol25 entry of this formula, charge and spin) of the second one. 243.59 kJ/mol


Which formula does entry 1 have? C23H35BrCoN5